{"formula": "C28H45BrCl12I3N5OP", "method": "ωB97M-V/def2-TZVPD", "elements": ["C", "C", "C", "I", "N", "C", "N", "C", "C", "N", "C", "C", "C", "C", "C", "N", "C", "C", "N", "C", "I", "C", "C", "I", "P", "O", "Br", "H", "H", "H", "H", "H", "H", "H", "H", "H", "H", "H", "H", "H", "H", "H", "H", "H", "H", "H", "H", "H", "Cl", "C", "C", "Cl", "H", "H", "H", "H", "Cl", "C", "C", "Cl", "H", "H", "H", "H", "Cl", "C", "C", "Cl", "H", "H", "H", "H", "Cl", "C", "C", "Cl", "H", "H", "H", "H", "Cl", "C", "C", "Cl", "H", "H", "H", "H", "Cl", "C", "C", "Cl", "H", "H", "H", "H"], "xyz": [[-4.69810, -1.22903, 2.34857], [-3.87739, -1.55796, 1.07062], [-3.79563, -3.06783, 0.80268], [-4.97826, -3.70854, -0.90166], [-2.45006, -3.65220, 0.87845], [-1.36945, -3.12507, 0.32299], [-0.10465, -3.65611, 0.54940], [0.37668, -4.90295, -0.05454], [1.47547, -4.68501, -1.10346], [2.69877, -4.51863, -0.81299], [0.75051, -2.49595, 0.67412], [0.21484, -1.54588, -0.40849], [0.50207, -0.12772, -0.00563], [0.01772, 0.44799, 1.14696], [0.34951, 1.74044, 1.38473], [1.09955, 2.50276, 0.60713], [1.53113, 1.91507, -0.49096], [1.26923, 0.62377, -0.84420], [-1.21599, -1.96805, -0.41242], [-1.98832, -1.54523, -1.51853], [-2.62518, 0.51706, -1.41389], [-2.31596, -2.18773, -2.63344], [-3.12951, -1.61456, -3.75021], [-1.71015, -4.17904, -2.94029], [-2.46480, -5.16332, 1.88545], [-1.00245, -5.27534, 2.52518], [-2.59100, -6.77147, 0.33844], [-4.94011, -2.11002, 2.94210], [-4.15200, -0.52938, 2.97605], [-5.62553, -0.73467, 2.06637], [-4.42550, -1.12080, 0.24791], [-2.90854, -1.08458, 1.18379], [-4.34445, -3.53288, 1.61350], [0.86444, -5.49196, 0.72663], [-0.40407, -5.52780, -0.46483], [1.23870, -4.71481, -2.16347], [2.84799, -4.53416, 0.19938], [0.39146, -2.01722, 1.58995], [1.81445, -2.63940, 0.78425], [0.53276, -1.68799, -1.44379], [-0.60602, -0.13423, 1.80843], [-0.04041, 2.19894, 2.28643], [2.14122, 2.51081, -1.16328], [1.62390, 0.16672, -1.75548], [-4.01639, -1.11871, -3.37157], [-3.49108, -2.43438, -4.36670], [-2.51788, -0.95686, -4.36267], [-0.99860, -4.95896, 3.43847], [-7.74376, 0.42990, 2.11619], [-7.66392, 2.04665, 2.86593], [-6.32631, 2.30368, 3.51132], [-6.06442, 1.28542, 4.95055], [-8.47712, 2.12220, 3.58290], [-7.83433, 2.77436, 2.07439], [-6.27129, 3.34006, 3.83988], [-5.50920, 2.11831, 2.81760], [5.01089, 4.64624, 1.99059], [4.41205, 3.36234, 0.90656], [5.22268, 2.09577, 0.94581], [6.82832, 2.24641, 0.19794], [4.35991, 3.77014, -0.09970], [3.40033, 3.14431, 1.24120], [4.70277, 1.32129, 0.38007], [5.36357, 1.74247, 1.96344], [6.00717, 5.58176, -5.18542], [6.21214, 5.68520, -3.41808], [6.07732, 4.34185, -2.75027], [4.40366, 3.72137, -2.82527], [5.48209, 6.39465, -3.03642], [7.20874, 6.08340, -3.23548], [6.33804, 4.42459, -1.69628], [6.72754, 3.59948, -3.20580], [4.26088, -1.61071, 0.47482], [5.20841, -2.26503, -0.89551], [6.18426, -1.25210, -1.44210], [5.35215, 0.09556, -2.25165], [4.50724, -2.59710, -1.65668], [5.74818, -3.13321, -0.52181], [6.82924, -1.72306, -2.18200], [6.81100, -0.83419, -0.65677], [-4.02495, 1.77613, -4.58222], [-5.16615, 1.97387, -5.93935], [-6.57703, 1.63628, -5.53469], [-6.77626, -0.10605, -5.20546], [-4.82531, 1.34627, -6.75873], [-5.10989, 3.01371, -6.25649], [-7.26156, 1.88886, -6.34246], [-6.87802, 2.18224, -4.64428], [3.58166, 2.12667, 3.76632], [2.80907, 2.65258, 5.28442], [3.79187, 2.72335, 6.42385], [4.35828, 1.10787, 6.91851], [1.99401, 1.96682, 5.50273], [2.38760, 3.63957, 5.09851], [3.31357, 3.17291, 7.29245], [4.66197, 3.31982, 6.16151]], "forces_ev_per_angstrom": [[0.133, 0.060, -0.373], [-0.786, -0.086, 0.555], [-0.096, 0.098, 0.207], [0.062, 0.069, 0.220], [0.368, -0.112, -0.853], [1.449, -0.057, -1.150], [-0.637, -0.473, 0.349], [1.211, -0.360, 0.111], [0.322, 0.028, 0.274], [-0.319, -0.002, -0.068], [-1.057, 0.631, 0.034], [0.210, -0.293, -0.012], [-0.720, -0.717, -0.359], [-0.132, -1.238, -0.294], [-0.476, 1.107, 1.493], [-0.078, -0.018, -0.041], [1.020, 1.130, -0.892], [0.022, -0.716, -0.454], [-0.500, -0.147, 0.309], [-0.794, 1.280, 0.587], [0.322, -0.387, -0.087], [0.196, -0.366, 0.235], [-0.120, -0.842, -0.057], [0.084, 0.195, 0.009], [-1.375, -0.045, 0.603], [0.332, -0.147, -0.529], [0.358, 0.354, 0.298], [0.007, 0.002, 0.076], [0.027, -0.016, 0.157], [0.113, -0.226, 0.178], [0.375, 0.292, -0.245], [0.190, -0.155, -0.372], [0.047, -0.343, -0.026], [-0.145, -0.009, 0.142], [-0.346, 0.311, 0.005], [-0.259, 0.100, -0.002], [0.054, -0.046, -0.003], [0.476, 0.046, 0.245], [0.095, -0.237, -0.504], [0.511, -0.274, 0.152], [-0.149, 0.210, 0.267], [0.093, 0.200, 0.044], [0.028, 0.153, 0.098], [0.251, 0.288, -0.184], [0.034, 0.389, 0.044], [0.066, 0.071, -0.195], [-0.095, 0.228, -0.013], [-0.036, -0.091, 0.086], [-0.295, 0.108, -0.028], [-0.037, 0.141, -0.015], [0.033, 0.103, -0.011], [0.037, -0.048, -0.025], [0.030, -0.084, 0.035], [0.048, -0.025, -0.027], [-0.053, -0.008, 0.021], [-0.019, -0.053, 0.001], [0.239, 0.074, -0.130], [-0.196, 0.072, -0.069], [-0.200, -0.188, 0.042], [0.228, 0.126, 0.021], [0.069, 0.025, 0.012], [0.021, -0.009, -0.040], [-0.048, 0.064, -0.015], [0.138, 0.038, -0.031], [-0.030, 0.004, -0.003], [0.016, 0.066, 0.019], [0.192, 0.045, 0.127], [-0.065, -0.058, -0.067], [-0.043, -0.034, -0.036], [0.020, -0.061, 0.002], [-0.042, 0.021, 0.004], [-0.077, -0.027, -0.053], [-0.044, 0.039, 0.036], [0.185, -0.137, -0.252], [0.063, -0.017, 0.128], [-0.110, 0.073, -0.055], [-0.052, 0.028, 0.079], [-0.005, 0.036, 0.056], [-0.075, -0.059, -0.013], [-0.054, 0.071, 0.010], [0.033, 0.000, -0.030], [-0.028, 0.098, -0.139], [-0.080, 0.071, -0.042], [0.017, -0.014, 0.050], [0.015, -0.060, 0.059], [-0.027, 0.015, 0.065], [0.035, -0.042, -0.037], [0.040, -0.053, 0.039], [-0.222, -0.244, 0.227], [-0.142, 0.126, 0.042], [0.012, 0.077, 0.077], [0.016, -0.012, -0.020], [0.066, -0.071, -0.001], [0.085, 0.028, -0.012], [-0.045, -0.027, -0.017], [0.019, -0.059, -0.049]], "lowdin_charge": [-0.085, -0.313, -0.730, 0.899, -0.183, -0.301, -0.055, -0.185, -0.222, 0.124, -0.066, -0.171, -0.247, -0.056, -0.144, 0.101, -0.129, -0.023, -0.014, -0.683, 1.055, -0.804, -0.234, 1.027, 0.641, -0.310, 0.358, 0.079, 0.066, -0.016, 0.025, 0.061, 0.020, 0.118, 0.000, 0.062, 0.055, 0.129, 0.073, 0.157, 0.112, 0.116, 0.097, 0.126, 0.026, 0.054, 0.080, 0.080, 0.584, -0.636, -0.658, 0.548, 0.072, 0.076, 0.075, 0.062, 0.539, -0.710, -0.689, 0.570, 0.015, 0.006, 0.015, 0.018, 0.542, -0.660, -0.655, 0.544, 0.070, 0.076, 0.041, 0.072, 0.584, -0.639, -0.645, 0.546, 0.051, 0.077, 0.079, 0.059, 0.517, -0.645, -0.656, 0.538, 0.071, 0.076, 0.076, 0.069, 0.617, -0.635, -0.659, 0.542, 0.065, 0.078, 0.075, 0.072], "gap_ev": 8.064, "e_lumo_ev": -3.5336, "energy_ha": -10773.47424, "multiplicity": 1, "charge": 1, "relative_energy_kcal_mol": 0.0}